Formula: H22Mg3O27S4
Source: the Open Molecules 2025 dataset
Level of theory: wB97M-V/def2-TZVPD

Output
Gap between HOMO and LUMO (eV): 3.196
HOMO level (eV): -0.75
Relative energy (zero: lowest compared OMol25 entry of this formula, charge and spin) (kcal/mol): 55.39
Net charge: -2
E_tot (hartree): -4238.31587

Last column: natural (NBO) charge in e.
CARTESIAN COORDINATES (ANGSTROEM)
Mg  1.4490  1.4135  -2.3476  1.844
Mg  -0.7029  -2.6013  -1.2557  1.808
Mg  1.7619  1.5970  1.8612  1.812
S  -0.5729  0.3108  -0.1286  2.676
O  -0.0707  0.7597  -1.4322  -1.077
O  -0.6834  -1.1582  -0.1080  -1.180
O  0.3748  0.6640  0.9204  -1.111
O  -1.9240  0.9203  0.1272  -1.099
S  1.5200  -1.5941  -3.3982  2.647
O  0.9539  -2.1865  -4.5964  -1.070
O  0.7089  -2.0109  -2.2288  -1.263
O  2.8967  -1.9722  -3.1424  -1.024
O  1.3984  -0.1092  -3.4604  -1.187
S  1.3912  4.0082  -0.1473  2.662
O  2.5717  4.8506  -0.0617  -1.037
O  0.2507  4.9106  -0.3457  -1.084
O  1.3890  2.9968  -1.2109  -1.207
O  1.2273  3.3057  1.1663  -1.237
S  3.9764  1.5165  -0.6582  2.635
O  5.1574  0.6822  -0.4783  -1.061
O  2.9978  1.2391  0.4288  -1.247
O  4.3792  2.9075  -0.7068  -1.022
O  3.2480  1.1583  -1.9187  -1.198
O  2.2297  -0.1282  2.8007  -0.994
H  2.9916  -0.4465  3.2929  0.500
H  1.6986  -0.9163  2.6146  0.520
O  -2.1069  3.4339  -0.8161  -0.914
H  -2.9861  3.5878  -0.4547  0.428
H  -1.9802  2.4705  -0.7522  0.474
O  -0.6569  -2.0999  2.8792  -0.972
H  -0.8349  -2.4160  1.9838  0.475
H  -0.9760  -1.1841  2.8842  0.494
O  0.5701  -3.7174  -0.1566  -0.998
H  1.2860  -4.1411  -0.6546  0.523
H  0.7045  -3.9892  0.7574  0.504
O  -3.4601  0.2406  -1.9176  -0.962
H  -2.9742  0.5004  -1.0669  0.515
H  -4.3232  -0.0736  -1.6345  0.452
O  -3.5752  -1.2161  0.9647  -0.980
H  -2.9972  -0.4425  1.0975  0.516
H  -4.3945  -0.8548  0.6178  0.470
O  3.1502  -1.5900  0.1304  -0.974
H  2.5441  -1.9721  -0.5170  0.469
H  2.7382  -0.7406  0.3796  0.492
O  0.5285  1.9718  3.4205  -1.001
H  -0.4444  1.9166  3.4063  0.527
H  0.7419  2.5235  4.1783  0.486
O  -1.9645  0.9989  2.8711  -1.000
H  -1.6900  0.9128  1.9260  0.513
H  -2.9103  1.1670  2.8383  0.474
O  -2.2824  -3.2783  -0.1676  -1.017
H  -2.4256  -4.2049  0.0584  0.481
H  -2.8931  -2.7720  0.4117  0.539
O  -2.0208  -1.8440  -2.5502  -1.031
H  -2.4137  -2.2645  -3.3207  0.488
H  -2.5716  -1.0400  -2.3829  0.521